The following is a quantum chemistry calculation of an isolated ion of composition C7H12NO2SSi and charge -1 at a distorted geometry, from the OMol25 dataset.

Net charge = -1
E_LUMO (alpha / beta) = 3.35 / 2.08 eV
Spin multiplicity = 3
⟨S²⟩ = 2.019

The geometry in XYZ format:
```
24
C7H12NO2SSi | the OMol25 dataset | the ωB97M-V functional and the def2-TZVPD basis
C 3.0806 0.5075 -0.3253
C 0.4489 2.8065 -0.4761
C 3.6266 0.9296 0.9281
C 0.8135 1.1352 -0.5300
C -2.1373 1.4167 0.1504
C -0.7801 -0.7100 1.8540
C -1.2993 -1.0587 -1.2891
N 1.9926 0.8942 -0.9280
O 0.6389 2.9334 0.6968
O 0.1820 3.3865 -1.4738
Si -0.7266 0.2224 0.1297
S 2.9449 -0.6339 1.4895
H 3.7960 0.0616 -0.9930
H 4.7632 0.7929 0.9837
H 3.2452 1.7535 1.6077
H -3.0739 0.9111 0.3605
H -2.0519 2.0577 0.9458
H -2.2606 2.0768 -0.7368
H 0.0148 -1.4327 1.7941
H -0.6697 0.0733 2.6197
H -1.5252 -1.2854 2.2010
H -1.8850 -1.9066 -1.0462
H -1.8910 -0.5575 -2.1081
H -0.3922 -1.5102 -1.8380
```

Löwdin atomic charge list, values in e, 8 entries:
1 C -0.468
2 C -0.736
3 C -0.592
4 C -0.238
5 C -0.204
6 C -0.177
7 C -0.204
8 N 0.020



The following is a quantum chemistry calculation of C7H12NO4OsS5 as an isolated structure, from the OMol25 dataset.

Net charge = +1
E_LUMO (alpha / beta) = -3.80 / -6.36 eV
Spin multiplicity = 5
Energy above the lowest of the compared OMol25 structures with the same formula, charge and spin = 0.0 kcal per mole
⟨S²⟩ = 6.039

The geometry in XYZ format:
```
30
C7H12NO4OsS5 | the OMol25 dataset | the ωB97M-V functional and the def2-TZVPD basis
Os 0.0181 0.0068 -1.6859
C 1.8776 -1.5065 1.4181
C 0.4608 -1.8031 1.9058
S -0.6581 -1.9542 0.4994
C -2.0789 -0.9643 0.9941
C -1.7951 0.4947 1.3160
S -1.0307 1.4440 -0.0367
C 0.4371 2.2023 0.7140
C 1.4651 1.2655 1.3385
S 2.0476 -0.1064 0.2937
H 2.2717 -2.3512 0.8499
H 2.5561 -1.3594 2.2594
H 0.1113 -1.0316 2.5896
H 0.4662 -2.7360 2.4693
H -2.5656 -1.4168 1.8596
H -2.7810 -1.0512 0.1641
H -1.1419 0.5965 2.1815
H -2.7268 1.0087 1.5517
H 0.0670 2.8992 1.4677
H 0.8620 2.7908 -0.0968
H 1.0837 0.8361 2.2639
H 2.3310 1.8700 1.6095
O 2.0489 1.9029 -4.3732
S 1.0678 1.4069 -3.4992
O 1.4059 1.5333 -1.9661
O 0.9471 -0.1887 -3.4398
O -0.3177 1.8334 -3.5787
S -2.9838 -2.6022 -3.9280
C -2.0705 -1.8087 -2.9631
N -1.3749 -1.2108 -2.1785
```

Löwdin atomic charge list, values in e, 8 entries:
1 Os 1.412
2 C -0.500
3 C -0.487
4 S 0.890
5 C -0.503
6 C -0.445
7 S 0.890
8 C -0.461



The following is a quantum chemistry calculation of an isolated molecule of C7H12NOP at a distorted geometry, from the OMol25 dataset.

Net charge = 0
E_LUMO (alpha / beta) = -0.13 / -0.13 eV
Spin multiplicity = 1
Energy above the lowest of the compared OMol25 structures with the same formula, charge and spin = 53.0 kcal per mole

The geometry in XYZ format:
```
22
C7H12NOP | the OMol25 dataset | the ωB97M-V functional and the def2-TZVPD basis
C -0.4702 -1.1786 0.2834
C -1.8536 -0.6040 0.4074
C -0.2300 -2.4368 -0.0453
C 2.0163 -0.5965 0.1221
C 0.4688 0.5347 -1.4696
C 0.2611 1.1095 0.9901
C 0.6273 -0.0021 -0.0320
N -2.9191 -0.0590 0.4620
O 0.9975 2.3197 0.9649
P -4.5059 0.8292 0.3126
H 0.7881 -2.7928 -0.2714
H -1.0586 -3.2100 -0.0936
H 2.6029 0.3450 -0.0027
H 2.2914 -1.0293 1.0574
H 2.3055 -1.2321 -0.7469
H -0.6169 0.7801 -1.5838
H 0.8165 -0.3407 -1.9923
H 1.0116 1.5025 -1.5221
H 0.0547 0.7233 2.0041
H -0.6886 1.6492 0.6481
H -3.8223 1.5323 -0.6884
H 1.9236 2.1563 1.1961
```

Löwdin atomic charge list, values in e, 8 entries:
1 C -0.196
2 C -0.048
3 C 0.076
4 C -0.063
5 C -0.018
6 C -0.239
7 C -0.498
8 N -0.288



The following is a quantum chemistry calculation of an isolated ion of composition C7H12NS and charge +1 at a distorted geometry, from the OMol25 dataset.

Net charge = +1
E_LUMO = -4.27 eV
Spin multiplicity = 1
Energy above the lowest of the compared OMol25 structures with the same formula, charge and spin = 91.0 kcal per mole

The geometry in XYZ format:
```
21
C7H12NS | the OMol25 dataset | the ωB97M-V functional and the def2-TZVPD basis
C 1.2864 -2.2061 -1.1193
C 1.4461 -1.9225 -2.3598
C 0.1479 0.4317 -1.8499
C 0.1111 -0.0113 -0.6225
C -1.8003 0.8149 0.5795
C 0.4210 1.6494 1.0717
C -0.1788 -0.6225 1.6301
N -0.3613 0.4659 0.6466
S 0.8829 -0.4527 -3.1739
H 1.3443 -2.8165 -0.2588
H 1.9475 -2.5368 -3.1008
H -0.2269 1.3679 -2.2567
H -2.1786 1.0435 1.5750
H -1.9415 1.6834 -0.0622
H -2.3589 -0.0257 0.1675
H 0.0114 2.0524 1.9954
H 1.4574 1.3631 1.2426
H 0.3955 2.4130 0.2936
H -0.5189 -0.3032 2.6150
H -0.7588 -1.4869 1.3098
H 0.8725 -0.9011 1.6771
```

Löwdin atomic charge list, values in e, 8 entries:
1 C 0.145
2 C -0.478
3 C -0.430
4 C -0.113
5 C 0.016
6 C 0.018
7 C -0.010
8 N -0.394



The following is a quantum chemistry calculation of an isolated ion of composition C7H12NS3 and charge +1 at a distorted geometry, from the OMol25 dataset.

Net charge = +1
E_LUMO = -4.09 eV
Spin multiplicity = 1

The geometry in XYZ format:
```
23
C7H12NS3 | the OMol25 dataset | the ωB97M-V functional and the def2-TZVPD basis
C -1.4316 0.2478 0.8390
C 1.4125 1.4640 0.3289
C 2.7347 1.1626 1.0101
C 1.3422 -1.8583 -1.2665
C -2.7465 -0.4102 0.7905
C 1.8815 -0.4245 -0.9349
C -0.2033 -0.3425 0.1630
N 0.8646 0.3135 -0.2735
S 3.3590 -0.3621 0.1759
S -0.3025 -1.9344 -0.3881
S -3.4671 -1.1506 -0.5468
H -1.5117 1.3903 0.5655
H -1.0732 0.3281 1.9324
H 0.6749 2.1170 0.8867
H 1.6794 2.1658 -0.4934
H 3.5364 1.8043 0.7597
H 2.7612 1.1456 2.1272
H 1.2149 -2.0702 -2.4022
H 1.9746 -2.6075 -0.8010
H -2.9970 -0.8716 1.7652
H 2.2087 0.0558 -1.9573
H -2.5364 -2.0861 -1.2638
H -3.0576 -0.1090 -1.2846
```

Löwdin atomic charge list, values in e, 8 entries:
1 C -0.296
2 C -0.206
3 C -0.388
4 C -0.323
5 C -0.603
6 C -0.579
7 C -0.470
8 N -0.159



The following is a quantum chemistry calculation of an isolated molecule of C7H12O at a distorted geometry, from the OMol25 dataset.

Net charge = 0
E_LUMO = 0.82 eV
Spin multiplicity = 1
Energy above the lowest of the compared OMol25 structures with the same formula, charge and spin = 105.6 kcal per mole

The geometry in XYZ format:
```
20
C7H12O | the OMol25 dataset | the ωB97M-V functional and the def2-TZVPD basis
C -2.0134 -1.4051 1.5435
C -1.1670 -1.0877 0.6933
O -0.2915 -1.4977 -0.2580
C 0.6988 -0.5108 -0.2147
C 1.6460 -0.6333 0.9585
C 1.3830 -0.3640 -1.5476
C -0.4188 0.9347 0.2095
C -1.6322 1.3799 -0.6009
H -2.6113 -1.0322 2.3517
H 2.2864 0.2489 1.0373
H 2.2850 -1.5154 0.8195
H 1.1178 -0.7550 1.9052
H 1.8220 -1.3287 -1.8312
H 0.6715 -0.0998 -2.3332
H 2.1786 0.3837 -1.5094
H 0.3982 1.6111 -0.0813
H -0.5039 1.1781 1.2705
H -1.6747 2.4712 -0.6735
H -2.5597 1.0513 -0.1250
H -1.6147 0.9705 -1.6143
```

Löwdin atomic charge list, values in e, 8 entries:
1 C 0.144
2 C -0.283
3 O -0.016
4 C -0.479
5 C -0.031
6 C -0.019
7 C -0.178
8 C -0.114



The following is a quantum chemistry calculation of an isolated molecule of C7H12O at a distorted geometry, from the OMol25 dataset.

Net charge = 0
E_LUMO = 1.01 eV
Spin multiplicity = 1
Energy above the lowest of the compared OMol25 structures with the same formula, charge and spin = 34.5 kcal per mole

The geometry in XYZ format:
```
20
C7H12O | the OMol25 dataset | the ωB97M-V functional and the def2-TZVPD basis
C -1.7826 1.3088 1.2949
C -1.3250 0.5792 0.2903
C -0.3083 -0.5517 0.4800
C -0.7518 -1.8725 -0.1361
C 0.9127 0.0523 -0.1860
C 0.9488 0.1055 -1.6979
C 1.7957 0.9338 0.6114
O 2.1950 -0.3795 0.4069
H -1.3733 1.2285 2.2855
H -2.5953 2.0041 1.1709
H -1.7824 0.6534 -0.6849
H -0.1017 -0.6717 1.5461
H -1.5263 -2.3313 0.4822
H -1.1626 -1.7322 -1.1387
H 0.1091 -2.5429 -0.1975
H 0.9405 -0.9085 -2.1098
H 0.0901 0.6536 -2.0909
H 1.8571 0.6006 -2.0353
H 2.3661 1.6973 0.0876
H 1.4941 1.1729 1.6215
```

Löwdin atomic charge list, values in e, 8 entries:
1 C 0.018
2 C -0.144
3 C -0.314
4 C -0.051
5 C -0.437
6 C -0.004
7 C -0.128
8 O -0.030



The following is a quantum chemistry calculation of an isolated molecule of C7H12O at a distorted geometry, from the OMol25 dataset.

Net charge = 0
E_LUMO = 0.91 eV
Spin multiplicity = 1
Energy above the lowest of the compared OMol25 structures with the same formula, charge and spin = 53.6 kcal per mole

The geometry in XYZ format:
```
20
C7H12O | the OMol25 dataset | the ωB97M-V functional and the def2-TZVPD basis
C 1.9159 -0.1852 0.6785
C 1.0382 0.6196 0.0561
C 1.4644 1.8143 -0.7443
C -0.4860 0.3926 0.1057
C -1.0849 0.3030 1.4948
O -1.3499 0.8903 -0.8560
C -0.6758 -0.6767 -0.9174
C -1.4101 -1.9364 -0.6750
H 1.5859 -1.0455 1.2506
H 2.9792 0.0280 0.6772
H 1.3196 1.6280 -1.8127
H 0.8484 2.6805 -0.4907
H 2.5158 2.0585 -0.5686
H -2.1733 0.2069 1.4428
H -0.6802 -0.5436 2.0576
H -0.8618 1.2268 2.0345
H -0.1101 -0.6555 -1.8421
H -0.8515 -2.7897 -1.0701
H -1.6125 -2.1193 0.3814
H -2.3713 -1.8965 -1.2025
```

Löwdin atomic charge list, values in e, 8 entries:
1 C 0.047
2 C -0.303
3 C -0.050
4 C -0.569
5 C -0.003
6 O -0.010
7 C -0.094
8 C -0.046



The following is a quantum chemistry calculation of an isolated molecule of C7H12O at a distorted geometry, from the OMol25 dataset.

Net charge = 0
E_LUMO = 0.87 eV
Spin multiplicity = 1
Energy above the lowest of the compared OMol25 structures with the same formula, charge and spin = 32.6 kcal per mole

The geometry in XYZ format:
```
20
C7H12O | the OMol25 dataset | the ωB97M-V functional and the def2-TZVPD basis
C -0.4847 -1.8158 2.6191
C -0.0063 -1.8399 1.1634
C -1.0075 -1.1442 0.1654
C -0.4890 0.1931 -0.2787
C -0.3827 0.5797 -1.5365
C 0.2014 1.8173 -2.1289
C 1.3333 2.3396 -1.6428
O 1.5674 3.6796 -1.8854
H 0.3836 -1.9600 3.2607
H -1.1773 -2.6334 2.8247
H -0.9744 -0.9087 2.9716
H 0.0494 -2.8734 0.8321
H 0.9446 -1.3340 1.0948
H -1.9749 -1.1120 0.6706
H -1.0985 -1.7670 -0.7347
H -0.3098 0.8733 0.5526
H -0.6747 -0.0785 -2.3611
H -0.3985 2.3221 -2.8757
H 1.9637 1.8329 -0.9144
H 2.5349 3.8292 -1.7967
```

Löwdin atomic charge list, values in e, 8 entries:
1 C -0.124
2 C -0.243
3 C -0.204
4 C -0.133
5 C -0.131
6 C -0.093
7 C -0.198
8 O -0.025



The following is a quantum chemistry calculation of C7H12O2 as an isolated structure at a distorted geometry, from the OMol25 dataset.

Net charge = 0
E_LUMO = 0.39 eV
Spin multiplicity = 1
Energy above the lowest of the compared OMol25 structures with the same formula, charge and spin = 85.9 kcal per mole

The geometry in XYZ format:
```
21
C7H12O2 | the OMol25 dataset | the ωB97M-V functional and the def2-TZVPD basis
C 0.0959 0.5756 1.0448
C -0.0419 2.0184 -1.3970
C 1.4161 0.2943 1.6874
C 0.5232 -1.7060 -1.1903
C -0.4972 -0.6087 -0.9809
C -0.8030 -0.4603 0.7223
C -1.8385 -1.0862 1.2512
O 0.5334 0.8678 -0.8001
O -1.4915 -0.4960 -1.6801
H -0.3226 1.5624 1.2340
H -0.9534 1.7484 -1.9370
H -0.2947 2.7742 -0.6431
H 0.6710 2.4598 -2.0984
H 2.2291 0.8552 1.2247
H 1.6682 -0.7654 1.6713
H 1.3528 0.6003 2.7397
H 0.7286 -1.7736 -2.2610
H 0.1269 -2.6566 -0.8326
H 1.4652 -1.5006 -0.6860
H -2.4272 -1.7711 0.6494
H -2.1407 -0.9319 2.2819
```

Löwdin atomic charge list, values in e, 8 entries:
1 C -0.083
2 C -0.107
3 C -0.034
4 C -0.002
5 C -0.515
6 C -0.199
7 C 0.072
8 O -0.210